1.
{
  "formula": "C22H25DyFNO",
  "method": "ωB97M-V with the def2-TZVPD basis set",
  "lumo_energy_ev": [-1.00, -0.98],
  "orbital_gap_ev": [5.495, 5.512],
  "mol_weight_g_mol": 500.9,
  "multiplicity": 6,
  "energy_ev": -53557.0917,
  "species": ["C", "C", "C", "H", "C", "C", "H", "C", "C", "C", "H", "C", "C", "H", "H", "H", "H", "H", "H", "Dy", "C", "C", "C", "H", "H", "H", "H", "H", "H", "C", "C", "H", "H", "O", "N", "C", "H", "C", "C", "H", "C", "H", "C", "H", "C", "H", "C", "H", "H", "H", "F"],
  "coordinates": [[0.2633, -1.2724, 3.6643], [-0.5588, -0.3947, 2.9083], [-0.8506, -1.0267, 1.6627], [-1.0105, 0.5433, 3.2629], [-0.2496, -2.3276, 1.6616], [0.4391, -2.4872, 2.9180], [-0.3675, -3.1028, 0.8952], [2.9882, 2.2433, 2.3665], [1.6092, 2.2058, 2.7424], [0.8309, 2.3967, 1.5719], [1.2146, 2.0283, 3.7506], [1.7177, 2.4832, 0.4432], [3.0632, 2.4279, 0.9541], [-1.5278, -0.6319, 0.9008], [0.9902, -3.3794, 3.2440], [0.5684, -1.1042, 4.7027], [3.9953, 2.4981, 0.3717], [-0.2620, 2.4416, 1.5246], [3.8221, 2.0903, 3.0602], [1.9104, -1.2045, 1.3737], [1.2732, 1.9917, -0.9313], [2.3234, 2.1963, -2.0182], [-0.0812, 2.5655, -1.3105], [2.6316, 3.2466, -2.1236], [1.9272, 1.8884, -2.9942], [3.2392, 1.6209, -1.8380], [-0.0610, 3.6683, -1.3202], [-0.8735, 2.2762, -0.6082], [-0.3712, 2.2363, -2.3164], [1.1954, 0.4493, -0.5697], [1.0075, -0.8620, -1.3247], [0.4212, 0.4206, 0.2385], [2.2532, 0.3364, -0.2008], [1.4055, -1.8742, -0.6155], [0.3163, -0.9657, -2.4732], [-0.7082, -2.0543, -2.5828], [0.8683, -0.9327, -3.3218], [-2.0043, -1.6680, -1.9148], [-2.8040, -2.6310, -1.2700], [-2.4595, -3.6696, -1.2223], [-4.0460, -2.2677, -0.7361], [-4.6679, -3.0136, -0.2373], [-4.4877, -0.9457, -0.8380], [-5.4440, -0.6496, -0.4144], [-3.6836, 0.0206, -1.4505], [-3.9938, 1.0631, -1.5271], [-2.4378, -0.3410, -1.9836], [-1.7965, 0.3767, -2.5110], [-0.3625, -2.9878, -2.1312], [-0.8523, -2.2096, -3.6581], [3.6875, -1.7116, 2.2254]],
  "lowdin_charge": [-0.1613, -0.1384, -0.1879, 0.1141, -0.2900, -0.2621, 0.1033, -0.1603, -0.1732, -0.1475, 0.0825, -0.2924, -0.1305, 0.1016, 0.1101, 0.1110, 0.0904, 0.0918, 0.0822, 1.7341, -0.4868, -0.0426, -0.0441, 0.0992, 0.0768, 0.0836, 0.1019, 0.0768, 0.0700, -0.1331, -0.3384, 0.0966, 0.0849, -0.1377, 0.0812, -0.1064, 0.1597, -0.2288, -0.0422, 0.1163, -0.0745, 0.1077, -0.0841, 0.1037, -0.0699, 0.1071, -0.0483, 0.1010, 0.1173, 0.1345, -0.5589]
}

***

2.
{
  "formula": "C22H25F3N2O25S",
  "method": "ωB97M-V with the def2-TZVPD basis set",
  "lumo_energy_ev": -0.23,
  "orbital_gap_ev": 10.547,
  "relative_energy_kj_mol": 85.6,
  "mol_weight_g_mol": 806.5,
  "energy_ev": -96372.3619,
  "species": ["O", "C", "F", "N", "C", "O", "O", "S", "O", "O", "N", "C", "O", "F", "C", "O", "F", "H", "C", "C", "O", "C", "O", "O", "H", "H", "H", "H", "C", "C", "O", "C", "O", "O", "H", "H", "H", "H", "C", "C", "O", "C", "O", "O", "H", "H", "H", "H", "C", "C", "O", "C", "O", "O", "H", "H", "H", "H", "C", "C", "O", "C", "O", "O", "H", "H", "H", "H", "C", "C", "O", "C", "O", "O", "H", "H", "H", "H"],
  "coordinates": [[-0.5627, -1.4108, -2.9744], [-0.1716, -2.0671, -3.8469], [-0.7920, -3.2452, -4.0765], [0.8864, -1.7577, -4.7651], [2.0711, -1.2822, -4.1458], [2.8601, -0.6928, -4.7895], [2.2680, -1.5991, -2.8140], [3.2714, -0.5028, -2.0089], [3.7067, -1.2248, -0.8474], [2.2944, 0.7526, -1.3860], [1.0043, 0.7355, -1.8991], [0.1494, 0.5297, -0.7336], [0.1788, -0.4447, -0.1256], [-0.7126, 1.5008, -0.3636], [0.7691, 2.0651, -2.4782], [1.6828, 2.8116, -2.4901], [-0.4050, 2.4120, -2.9821], [0.6059, -1.0657, -5.4600], [0.9834, 5.2612, 0.1386], [-0.1524, 5.2278, -0.8462], [-1.2442, 4.7569, -0.0556], [-0.9651, 5.0543, 1.2425], [-1.7399, 4.9481, 2.1380], [0.3158, 5.4906, 1.3812], [1.6977, 6.0547, -0.0717], [1.5178, 4.3089, 0.1941], [-0.4036, 6.2175, -1.2357], [0.0524, 4.5554, -1.6748], [-1.6255, -3.8691, -0.2941], [-0.5646, -4.4027, 0.6259], [-0.3297, -5.7154, 0.1076], [-0.7075, -5.7132, -1.1987], [-0.4889, -6.5985, -1.9634], [-1.3651, -4.5672, -1.5181], [-1.5511, -2.7935, -0.4361], [-2.6354, -4.1128, 0.0429], [0.3642, -3.8282, 0.5712], [-0.8916, -4.4459, 1.6625], [-4.7556, -4.1653, -3.2175], [-3.7079, -3.1358, -3.5389], [-4.4076, -1.9036, -3.3694], [-5.4475, -2.1406, -2.5234], [-6.1296, -1.2953, -2.0442], [-5.6014, -3.4755, -2.2986], [-4.3358, -5.0619, -2.7637], [-5.3439, -4.4533, -4.0925], [-2.8685, -3.1634, -2.8453], [-3.3296, -3.2299, -4.5553], [-1.0360, -2.0075, 4.6279], [-2.4933, -1.8670, 4.9729], [-3.0588, -1.3804, 3.7537], [-2.2306, -1.7557, 2.7457], [-2.4865, -1.6578, 1.5865], [-1.0663, -2.2616, 3.2254], [-0.5562, -2.8240, 5.1592], [-0.4736, -1.0891, 4.8077], [-2.9597, -2.8237, 5.2212], [-2.6661, -1.1680, 5.7893], [1.8747, 10.2452, 1.2005], [2.9040, 9.6742, 2.1385], [3.1689, 8.3928, 1.5710], [2.8444, 8.4548, 0.2549], [3.1004, 7.6055, -0.5405], [2.1904, 9.6082, -0.0369], [1.9445, 11.3277, 1.1092], [0.8543, 9.9781, 1.4849], [3.8298, 10.2542, 2.1488], [2.5352, 9.5790, 3.1582], [3.9281, -4.3808, 2.2650], [2.7982, -5.3640, 2.1127], [1.9941, -5.0970, 3.2616], [2.2560, -3.8231, 3.6548], [1.6314, -3.2326, 4.4791], [3.3187, -3.3106, 2.9854], [4.3148, -4.0342, 1.3081], [4.7544, -4.7798, 2.8581], [2.2028, -5.1835, 1.2149], [3.1387, -6.3978, 2.1078]],
  "lowdin_charge": [0.2170, -0.4724, 0.1269, 0.2076, -0.5832, 0.1411, -0.1755, 1.0985, -0.3405, -0.2477, 0.0214, -0.4574, 0.2416, 0.1625, -0.4557, 0.1925, 0.1840, 0.1712, -0.1112, -0.1145, 0.0586, -0.5614, 0.1618, 0.0621, 0.1012, 0.1342, 0.1389, 0.1019, -0.1257, -0.1196, 0.0583, -0.5577, 0.1597, 0.0282, 0.1129, 0.1401, 0.1324, 0.1313, -0.1170, -0.1364, 0.0634, -0.5558, 0.1692, 0.0611, 0.1336, 0.1332, 0.0963, 0.1309, -0.1361, -0.1165, 0.0716, -0.5466, 0.1566, 0.0488, 0.1168, 0.1404, 0.1337, 0.1347, -0.1227, -0.1222, 0.0687, -0.5574, 0.1464, 0.0668, 0.1341, 0.1358, 0.1345, 0.1358, -0.1166, -0.1174, 0.0648, -0.5436, 0.1537, 0.0714, 0.1340, 0.1344, 0.1168, 0.1377]
}

***

3.
{
  "formula": "C22H25FN2O3",
  "method": "ωB97M-V with the def2-TZVPD basis set",
  "lumo_energy_ev": 0.60,
  "orbital_gap_ev": 8.835,
  "relative_energy_kj_mol": 1351.3,
  "mol_weight_g_mol": 384.5,
  "energy_ev": -35046.8425,
  "species": ["C", "H", "O", "C", "C", "C", "C", "C", "C", "C", "N", "C", "O", "C", "C", "C", "C", "H", "H", "C", "O", "N", "H", "C", "C", "C", "C", "C", "C", "C", "C", "H", "H", "H", "H", "H", "F", "H", "H", "H", "H", "H", "H", "H", "H", "H", "H", "H", "H", "H", "H", "H", "H"],
  "coordinates": [[2.9124, -0.9135, 3.3183], [2.7112, -1.3956, 4.3877], [2.0725, -1.6944, 2.5575], [1.9346, -1.3596, 1.1223], [2.7897, -0.7298, 0.3955], [2.7873, -0.2857, -0.9618], [1.6925, -0.6926, -1.6982], [0.8879, -1.6975, -1.0912], [0.9339, -1.8875, 0.2543], [-0.2492, -2.6478, 1.0291], [-1.0391, -1.7302, 1.5765], [-2.1968, -1.4528, 0.7631], [-2.6208, -1.7929, -0.3326], [-3.2844, -0.6458, 1.7490], [-2.8115, 0.3532, 2.5068], [-1.3976, 0.3708, 2.9353], [-1.2304, -1.2608, 2.9794], [-1.8039, -1.6995, 3.6324], [0.0763, -1.5500, 3.3352], [-0.2919, 1.0651, 2.0916], [0.7640, 1.2210, 2.4433], [-0.5968, 1.3568, 0.7485], [-1.4565, 0.9200, 0.4573], [0.2211, 2.0949, -0.0772], [0.2029, 1.4723, -1.6357], [-0.9341, 0.7697, -1.9973], [-1.2596, 0.6394, -3.4514], [-0.1133, 1.3338, -4.2918], [0.6290, 2.3428, -3.8439], [0.7776, 2.4338, -2.3855], [1.9931, 3.2835, -1.9207], [2.4377, 3.6439, -2.8224], [2.6006, 2.8094, -1.2206], [1.3045, 4.1077, -1.3937], [1.2544, 2.7695, -4.5186], [-0.2035, 1.2647, -5.3208], [-1.9807, -0.3442, -3.9679], [-1.6128, 0.4478, -1.3545], [1.2644, 1.6803, 0.1873], [0.1813, 3.1258, 0.0569], [-1.2659, 0.7100, 4.0961], [-2.8693, 1.7000, 2.0055], [-3.4610, 0.6076, 3.3877], [-4.2839, -0.3026, 0.9803], [-3.7409, -1.4558, 2.2399], [-0.7682, -3.3130, 0.3806], [0.0980, -3.2624, 1.8642], [-0.1345, -2.0268, -1.4708], [1.8954, -0.7956, -2.7357], [3.7185, 0.3360, -1.5004], [3.8196, -0.1903, 1.0155], [2.8334, 0.0598, 3.2129], [4.0197, -1.3865, 3.1066]],
  "lowdin_charge": [-0.1379, 0.1362, -0.1609, -0.2053, -0.0831, -0.0858, -0.1235, -0.0295, -0.0900, -0.1518, -0.0772, -0.3316, 0.0623, -0.1670, -0.3186, -0.1722, -0.0309, 0.0514, 0.2196, -0.4903, 0.1528, 0.0512, 0.0927, -0.1058, -0.1769, 0.0246, -0.1268, 0.0000, -0.0464, -0.2339, -0.0158, 0.0597, 0.0407, 0.1288, 0.0755, 0.0730, 0.0689, 0.0402, 0.1332, 0.0967, 0.1947, 0.2154, 0.1260, 0.2092, 0.0981, 0.1186, 0.1358, 0.1395, 0.1065, 0.1730, 0.1894, 0.0116, 0.1360]
}

***

4.
{
  "formula": "C22H25IrN3S2",
  "method": "ωB97M-V with the def2-TZVPD basis set",
  "lumo_energy_ev": [-8.18, -9.40],
  "orbital_gap_ev": [6.051, 4.841],
  "charge": 2,
  "mol_weight_g_mol": 587.8,
  "multiplicity": 2,
  "energy_ev": -52182.9701,
  "species": ["Ir", "C", "N", "C", "C", "N", "C", "C", "C", "C", "C", "C", "C", "S", "C", "C", "C", "C", "C", "C", "S", "H", "H", "H", "H", "H", "H", "H", "H", "H", "H", "H", "H", "H", "H", "H", "H", "H", "H", "N", "C", "C", "C", "C", "C", "C", "H", "H", "H", "H", "H", "H", "H"],
  "coordinates": [[0.9071, -0.0613, 0.0414], [-0.8458, -2.4566, -0.2123], [-1.0493, -1.2177, 0.5555], [-1.2406, -1.5101, 1.9989], [-0.4515, -0.5875, 2.9324], [0.9592, -0.4702, 2.5356], [1.7361, -1.6808, 2.8434], [1.6067, 0.6728, 3.1176], [1.2822, 1.1573, 4.3741], [1.9443, 2.2567, 4.9082], [2.9684, 2.8814, 4.2048], [3.3358, 2.3925, 2.9699], [2.6418, 1.3141, 2.4003], [3.0346, 0.8390, 0.7870], [-2.1430, -0.4396, 0.0066], [-3.3008, -1.0567, -0.4463], [-4.3348, -0.3173, -1.0011], [-4.2290, 1.0620, -1.1052], [-3.1031, 1.6981, -0.6283], [-2.0482, 0.9649, -0.0731], [-0.6466, 1.8448, 0.4743], [-1.6201, -3.1985, -0.0063], [-0.8749, -2.2328, -1.2772], [0.1183, -2.9072, 0.0304], [-2.2999, -1.4177, 2.2577], [-0.9565, -2.5467, 2.1846], [-0.8857, 0.4159, 2.9172], [-0.5502, -0.9968, 3.9467], [1.7689, -1.8570, 3.9235], [1.3024, -2.5555, 2.3655], [2.7602, -1.5646, 2.4926], [0.5225, 0.6774, 4.9696], [1.6756, 2.6060, 5.8927], [3.4708, 3.7434, 4.6176], [4.1435, 2.8444, 2.4163], [-3.4204, -2.1256, -0.3692], [-5.2247, -0.8234, -1.3382], [-5.0229, 1.6353, -1.5526], [-3.0085, 2.7692, -0.6850], [0.7978, 0.6503, -2.2569], [0.8721, 0.1586, -3.6086], [0.2032, -0.9999, -3.9983], [0.1526, -1.3552, -5.3340], [0.7519, -0.5510, -6.2978], [1.4468, 0.5879, -5.9097], [1.5221, 0.9310, -4.5741], [1.4624, 1.4218, -2.1763], [-0.1362, 1.0469, -2.1426], [-0.2761, -1.6236, -3.2596], [-0.3617, -2.2555, -5.6326], [0.6878, -0.8127, -7.3426], [1.9074, 1.2208, -6.6528], [2.0465, 1.8293, -4.2843]],
  "lowdin_charge": [0.8792, -0.0704, -0.2546, -0.1159, -0.1689, -0.2171, -0.0222, -0.2870, 0.0210, 0.0135, -0.0160, -0.0563, -0.5682, 0.8217, -0.2983, -0.0097, -0.0304, -0.0397, -0.0906, -0.6004, 0.7615, 0.1054, 0.0790, 0.0945, 0.1534, 0.1272, 0.1099, 0.1443, 0.1227, 0.0919, 0.0932, 0.1274, 0.1328, 0.1314, 0.1219, 0.1209, 0.1222, 0.1234, 0.1121, 0.0124, -0.2903, -0.0323, -0.0544, -0.0466, -0.0501, -0.0240, 0.0872, 0.0756, 0.0879, 0.1158, 0.1176, 0.1195, 0.1168]
}